# 1
Here is a molecular structure, C46H58Cl2KN4PS from the Open Molecules 2025 dataset. Energies are from ωB97M-V/def2-TZVPD.

## Properties
- Orbital gap: 6.829 eV

Geometry as XYZ:
```
113
C46H58Cl2KN4PS ωB97M-V/def2-TZVPD
H -2.59082 -1.72954 -2.65003
H 3.27697 2.18836 -4.21996
N -1.27166 1.28375 2.56466
H 4.82907 -3.54253 2.29094
H 7.39611 3.35120 1.78136
H 1.53373 -2.26635 0.97679
C 3.35519 1.56657 5.89520
C 2.65121 0.36983 5.74400
N -1.69793 -0.37013 7.02270
C 3.64249 -3.81559 -3.05781
S -3.79095 1.10430 0.67970
H 5.36201 4.79201 2.34818
H 4.44073 1.00426 7.54445
H -1.26634 -3.56508 -4.15437
H 6.74907 2.99900 0.17136
C 2.67467 1.42360 -2.27736
H 3.66322 3.50267 4.99112
C -5.61126 0.04517 -3.42012
C -1.67547 0.30111 6.08935
H -1.78621 -0.17248 -3.88864
H -1.32251 -0.51009 3.58179
C 4.68952 -3.20459 -2.38908
C 5.31680 2.70533 1.77316
C 3.22422 -0.33465 -0.51694
N 1.62942 1.14462 3.70556
H -2.11042 -1.56694 -0.96928
H 0.46556 -1.72246 -6.34619
H -1.30287 3.16625 1.73522
C 4.75976 4.12609 1.72604
H 2.25960 -3.59759 1.88703
C -1.40211 0.56859 3.67231
C 0.82556 0.27434 -4.69800
H 0.90305 2.22767 -1.29291
H 5.36113 2.38341 2.81763
Cl -6.59839 -0.46435 0.39494
H -3.87008 1.01547 -4.23384
K -1.03118 0.37000 0.05396
H 3.79312 -4.72337 -3.62932
C 3.15819 -1.48809 -1.52140
H -7.20471 -0.83319 -2.27173
H -1.02761 -4.34678 -0.57227
C 4.46740 1.69610 1.03216
C 2.39407 -3.22402 -3.00936
H 4.78538 4.52604 0.70934
C -0.77820 -2.87596 -2.11409
C -0.98057 -3.95795 -3.18202
H 2.09618 3.45033 -1.72038
C -4.40470 0.71858 -3.34076
H 3.36783 -1.62475 2.57331
C -0.30203 -3.57283 -0.84036
C 0.71379 -2.07990 -5.34146
H 0.28756 -3.07707 -5.23948
H 1.24018 -0.69332 4.55088
H 4.43659 1.06055 -3.49750
P 0.37612 -1.39180 -2.46467
H 3.72767 4.16933 2.07545
C 4.28545 0.41467 1.52770
Cl -2.31757 1.84796 -2.10875
H 2.16706 0.55854 -2.68168
H 5.24937 -1.60169 -1.10667
H 1.59561 -3.69049 -3.56423
C 3.68255 -0.60329 0.79538
C -4.48302 0.70515 -0.86244
C 1.62849 2.52138 -2.05645
C 3.27121 0.99750 -0.95943
C 3.58708 -1.93216 1.54639
H 0.67135 -4.04654 -0.96484
C -2.15672 -2.26148 -1.80499
H 5.17258 -3.10349 0.61793
H -1.69210 4.34626 3.87762
H -1.87361 2.99285 5.97865
C 6.74494 2.67913 1.21679
H 2.16678 3.03267 3.08834
C -1.38626 2.60617 2.66122
H 3.95353 2.98346 -0.59653
H -1.79601 -4.60631 -2.84662
C 3.89613 1.97679 -0.19542
C -6.25973 -0.30609 -2.24548
H -0.23934 -2.88198 0.00169
H 7.16576 1.67320 1.26084
C 4.91154 -2.70141 1.59784
C -1.61096 1.14110 4.92075
C 2.44870 -2.84286 1.11924
H 1.91314 0.20663 -4.67061
C 0.16287 -1.05993 -4.34145
H -2.85659 -3.05027 -1.51642
N 4.16892 1.78792 6.97919
H 2.73928 -0.42472 6.47548
C -1.34045 -0.87050 -4.59867
C -1.60590 3.26895 3.85930
C -1.71266 2.52395 5.01736
H 4.63912 0.18411 2.53069
H -6.04284 -0.19817 -4.38220
H 0.54372 0.53218 -5.72329
H 4.81866 2.55243 6.94583
C 4.43377 -2.06861 -1.64437
H -0.10609 -4.59805 -3.30657
H 0.49065 1.08179 -4.04733
H 1.79872 -2.15841 -5.28537
H 5.69387 -3.61009 -2.43013
H -1.46616 -0.44510 -5.59900
C -5.71017 0.01886 -1.01729
C -3.87800 1.01978 -2.09650
C 3.73615 1.87081 -3.28035
H 4.31058 2.71451 -2.89050
C 1.81129 0.22616 4.65666
H 1.08723 2.74279 -2.97831
H 5.73026 -2.06301 1.93659
H 2.66813 -3.36593 0.18833
H -1.90477 -1.80163 -4.57062
C 3.16098 2.54533 4.91790
C 2.31333 2.27926 3.85848
C 2.11115 -2.05222 -2.29261
```

Atom charges from the Mulliken analysis, given in e for atoms 1 to 99: H 0.35; H 0.52; N 0.44; H 0.47; H 0.46; H 0.11; C 1.08; C -0.90; N -0.54; C -1.10; S -0.44; H 0.43; H 0.20; H 0.30; H 0.29; C 2.49; H 0.37; C -0.47; C -0.12; H 0.03; H 0.57; C -1.13; C 0.40; C 1.28; N 0.15; H -0.09; H 0.56; H 0.44; C -1.52; H 0.55; C -0.75; C -2.03; H 0.11; H 0.18; Cl -0.22; H 0.40; K 0.72; H 0.47; C -0.13; H 0.41; H 0.62; C 0.21; C -0.63; H 0.39; C 2.64; C -1.99; H 0.38; C -0.75; H 0.50; C -1.79; C -2.01; H 0.27; H 0.51; H 0.35; P 1.71; H 0.22; C -0.69; Cl -0.02; H -1.81; H 0.76; H 0.41; C 0.40; C -0.13; C -1.44; C 0.09; C 0.61; H 0.35; C -1.83; H 0.31; H 0.45; H 0.52; C -1.54; H 0.50; C -0.31; H 0.15; H 0.57; C -0.66; C -0.79; H 0.18; H 0.36; C -1.63; C 0.44; C -1.86; H 0.43; C 2.33; H 0.59; N -0.52; H 0.36; C -2.14; C -0.92; C -0.21; H 0.40; H 0.39; H 0.65; H 0.20; C -1.31; H 0.32; H 0.16; H 0.41



# 2
Here is a molecular structure, C34H34HgN12O2 from the Open Molecules 2025 dataset. Energies are from ωB97M-V/def2-TZVPD.

## Properties
- Orbital gap (spin up / spin down): 4.607 / 6.446 eV
- Net charge: -1
- Spin multiplicity: 2

Geometry as XYZ:
```
83
C34H34HgN12O2 ωB97M-V/def2-TZVPD
H 0.21488 2.14218 -1.76816
C 3.22028 3.24633 1.51400
C -0.36795 -1.04692 -3.73693
H -1.43259 -0.99678 -3.52757
N -4.63782 -1.29337 1.91836
H -6.93999 -0.64167 2.35798
H 5.59093 -0.43654 -3.57013
H 4.15452 -1.45132 -5.30944
H 2.82404 2.65040 -2.27651
C -0.66238 3.08002 4.89595
H -2.53474 -3.84138 -1.23925
N -2.67618 -0.54833 0.80339
C 2.79727 1.96851 1.04719
Hg 0.03954 -0.29138 -0.06323
C 3.19898 2.33905 3.74037
N -2.59927 -2.33430 2.25623
H 4.61682 0.51838 -1.53160
N 0.42630 -0.59086 -2.80649
H -2.15052 -2.11264 -1.18112
C -0.74486 -3.39932 -0.17066
H -1.82446 -2.69413 1.70312
C -1.72276 -3.11294 -1.26824
C -2.98609 3.02034 -2.42475
C 1.76145 -0.57605 -3.00482
N -0.47355 0.91388 3.36469
N -0.30568 -0.27847 2.67618
H -1.05345 3.75062 -3.14126
H 3.06659 -2.97096 1.65995
C -3.42715 0.39300 0.16256
C 0.97733 -3.12650 1.19182
H -4.65850 2.08745 -1.46434
N -1.42915 1.26427 -0.91083
H 3.33461 2.42877 4.81153
H 3.65734 4.37808 3.30016
H 1.85747 -2.03512 -6.07994
H -1.60185 2.58614 5.16113
C 2.33687 -1.09341 -4.19804
N 2.62795 0.92840 1.89340
C -5.28589 -0.32551 1.24449
H 2.00536 -2.47692 2.97148
H 3.80383 5.25609 0.97789
H -0.68355 4.09489 5.28393
N 2.07190 0.56383 -0.84056
C -2.79964 1.26358 -0.76930
C 3.37803 3.40649 2.90727
N -6.64183 -0.23961 1.48635
H -0.59784 -1.96519 -5.67968
C -1.57485 3.05453 -2.49823
C 1.45012 -1.61919 -5.16485
C 3.36392 4.04171 -0.73541
H -3.58106 3.68457 -3.04071
H -1.12634 -0.86791 2.74612
C 2.94184 2.79583 -1.21055
H -1.24058 -3.18675 -2.24668
H 2.74174 0.22299 3.80468
C 3.73063 -1.04516 -4.39852
N 0.16009 -2.47739 0.30098
N -4.77474 0.51740 0.37683
H 0.52361 -0.77120 2.98187
C 4.51589 -0.47153 -3.43335
C 3.49125 4.28781 0.60526
O -0.50960 3.20458 3.49487
C 0.10297 -1.58344 -4.94861
O -0.12880 2.24350 1.53842
C -0.52470 -4.61767 0.44259
H 0.17996 2.54932 5.34893
C -0.86973 2.15658 -1.72936
H 3.57677 4.82943 -1.44953
C 2.12766 -2.45785 1.88144
C -3.58560 2.14568 -1.56658
C 2.84410 1.10304 3.17030
H -7.05337 0.64011 1.22715
H 1.04239 -5.19419 1.93989
C 3.96313 0.07123 -2.26918
H 2.22960 -1.42312 1.55765
H -3.18481 -3.05021 2.65304
H -1.07865 -5.52882 0.26156
C -0.35682 2.10297 2.70847
H -0.69150 0.88327 4.34176
C 2.60401 1.74139 -0.36304
C 0.58012 -4.44348 1.31272
C -3.33158 -1.34923 1.61654
C 2.59360 0.04824 -2.00318
```

And the Mulliken charges, in e, turn out to be: H 0.44; C 1.68; C -0.48; H 0.61; N -0.83; H 0.26; H 0.37; H 0.36; H 0.58; C -0.94; H 0.42; N 0.12; C -0.82; Hg 3.92; C -0.96; N -0.37; H 0.51; N 0.26; H -0.02; C -0.41; H 0.25; C -1.10; C -0.48; C -0.06; N -0.32; N -0.37; H 0.48; H 0.45; C -1.00; C 0.73; H 0.48; N 0.27; H 0.46; H 0.39; H 0.38; H 0.35; C 0.97; N 0.04; C 0.27; H 0.25; H 0.38; H 0.25; N 0.54; C 1.11; C -0.79; N -0.47; H 0.39; C -1.13; C -0.74; C -1.04; H 0.39; H 0.43; C 0.33; H 0.23; H 0.39; C -0.91; N 0.09; N -0.69; H 0.16; C -0.79; C -1.00; O -0.38; C -1.03; O -0.37; C -0.46; H 0.34; C -0.48; H 0.36; C -1.25; C -1.11; C -0.21; H 0.26; H 0.47; C -0.33; H 0.02; H 0.30; H 0.48; C 0.31; H 0.24; C -0.99; C -1.27; C 0.31; C -0.53



# 3
Here is 2 unconnected molecules or ions with the total composition C30H28F6N3O2S from the Open Molecules 2025 dataset. Energies are from ωB97M-V/def2-TZVPD.

## Properties
- Orbital gap: 5.743 eV
- Net charge: +1

Geometry as XYZ:
```
70
C30H28F6N3O2S ωB97M-V/def2-TZVPD
C -0.99725 -2.92763 0.63316
C -2.07523 -2.82764 1.50554
H -4.42693 4.50040 1.84477
F -4.54793 1.28921 2.72855
H -2.71358 -3.07314 3.53778
H 1.27746 3.85420 2.27321
C -1.45701 -1.70648 -5.57967
F -3.61142 6.76179 3.41546
C 0.27457 -2.35219 -4.01729
C -2.38844 5.14386 2.16745
C 3.51703 -0.03229 1.24176
H -3.44156 -1.46198 -4.72121
H 0.61360 -2.03332 -6.11585
O -1.24257 -2.58168 -0.68150
C -2.39807 -1.71042 -4.52087
H 3.72824 1.31855 -0.46543
C 0.46171 -3.60867 2.43481
F -1.70750 7.41015 2.51337
N 0.63159 3.06702 2.22978
H 5.77038 -2.21969 0.40715
H -3.83189 -1.91636 -6.92719
C -0.65628 -2.35157 -2.94260
O -1.77985 -1.40104 -6.86238
C 3.40448 0.68327 2.59453
N 2.55095 1.88215 2.47249
C -3.16250 -1.07287 -7.15466
C -3.03143 2.86243 1.78546
H 4.29750 -2.31103 -0.58166
C -1.99865 -2.02584 -3.23570
C 5.20499 -0.32022 -0.52913
H 1.31303 -2.60688 -3.81286
C -0.24550 -2.67074 -1.60225
H 2.32491 -3.64358 0.38908
N 4.08985 -1.31911 1.30463
H -1.45242 1.38278 1.82644
F -3.64224 0.77872 0.78620
F -5.18153 2.35321 0.90428
C 4.37777 0.74824 0.20550
H 3.63395 -2.04600 1.83870
C -1.87652 -3.13566 2.84414
C 1.19642 1.80407 2.36697
C -1.05531 4.76766 2.25829
C -1.70551 2.45063 1.89717
H 2.46676 -0.11784 0.87980
C 0.29230 -3.31369 1.05566
C -0.10708 -2.03566 -5.30236
H 1.80873 -3.12384 -1.98974
F -3.46714 7.04873 1.23577
H 1.45573 -3.90699 2.77542
S 0.41483 0.33166 2.40418
H -0.47273 -3.76216 4.36151
C 1.31856 -3.34007 0.09537
H -3.49029 -0.18140 -6.59867
H -2.75289 -2.01653 -2.45403
H 3.01670 2.78253 2.39293
H 2.95688 0.01991 3.34526
C -0.60933 -3.52585 3.30531
C -2.78313 6.58858 2.33349
H 5.04256 1.45038 0.72417
H 4.98501 -0.32874 -1.60023
H -3.04029 -2.50633 1.12108
H -3.15623 -0.87131 -8.22562
C 4.85424 -1.67244 0.13481
C -0.72027 3.40348 2.12038
H -0.27417 5.50271 2.45641
C -3.38942 4.20039 1.92558
H 6.27488 -0.12565 -0.40014
C 1.03669 -3.04989 -1.22923
H 4.39434 1.02053 2.93028
C -4.09654 1.82720 1.54619
```

And the Mulliken charges, in e, turn out to be: C 0.43; C -0.63; H 0.49; F -0.26; H 0.42; H 0.22; C 0.90; F -0.25; C -0.55; C 0.05; C 1.04; H 0.39; H 0.43; O -0.40; C -0.50; H 0.32; C -0.56; F -0.28; N -0.04; H 0.38; H 0.34; C 0.46; O -0.43; C -1.64; N -0.07; C -0.80; C -0.43; H 0.06; C -0.79; C -0.56; H 0.31; C 1.25; H 0.63; N -0.30; H 0.34; F -0.23; F -0.28; C -0.70; H 0.20; C -0.41; C 0.12; C -0.91; C -0.65; H -0.08; C 0.62; C -0.90; H 0.34; F -0.25; H 0.42; S -0.14; H 0.41; C -0.44; H 0.34; H 0.45; H 0.25; H 0.35; C -0.79; C 0.84; H 0.27; H 0.28; H 0.47; H 0.24; C -0.44; C 1.53; H 0.46; C -1.22; H 0.24; C -0.75; H 0.43; C 0.92



One value per record, in order, for strongest force on any atom: 0.6, 0.3, 1.8 eV/A.
One value per record, in order, for relative energy (zero: lowest compared OMol25 entry of this formula, charge and spin): 38.4, 18.1, 0.0 kcal/mol.